Entry 1:
A cluster of 2 separate species, C30H61IN2O2 in total at a distorted geometry, computed with ωB97M-V/def2-TZVPD.

## Properties
Spin multiplicity: 2
Orbital gap (spin up / spin down) in eV: 5.71 / 6.37
Net charge: +1
Lowest unoccupied orbital energy (spin up / spin down) in eV: -3.96 / -3.96

Last columns: bonded neighbours and bond lengths (Å).
Atoms and positions in Å:
1 C -1.66016 2.31515 5.56077  C2 1.527, H31 1.085, H32 1.086, H33 1.086
2 C -3.16549 2.21075 5.32432  C1 1.527, C3 1.535, H34 1.087, H35 1.086
3 C -3.73487 0.79003 5.44267  C2 1.535, C4 1.542, H36 1.089, H37 1.085
4 C -3.83957 -0.01229 4.13034  C3 1.542, C5 1.532, H38 1.092, H39 1.084
5 C -2.66407 0.05352 3.15082  C4 1.532, C6 1.530, H40 1.089, H41 1.085
6 C -1.59637 -1.02467 3.34775  C5 1.530, C7 1.532, H42 1.092, H43 1.086
7 C -0.79701 -0.96395 4.65370  C6 1.532, C8 1.549, H44 1.086, H45 1.084
8 C -0.29040 -2.36671 5.07200  C7 1.549, C9 1.534, H46 1.090, H47 1.086
9 C 1.03215 -2.75696 4.39881  C8 1.534, C10 1.545, H48 1.088, H49 1.085
10 C 0.84816 -3.33462 2.97747  C9 1.545, C11 1.531, H50 1.083, H51 1.093
11 C 1.68134 -2.58432 1.93511  C10 1.531, C12 1.530, H52 1.085, H53 1.088
12 C 1.21751 -2.84354 0.50082  C11 1.530, C13 1.552, H54 1.085, H55 1.086
13 C 1.67259 -1.68471 -0.42580  C12 1.552, C14 1.535, H56 1.083, H57 1.085
14 C 2.32642 -2.13180 -1.74074  C13 1.535, C15 1.534, H58 1.088, H59 1.087
15 C 1.64843 -1.60946 -3.01348  C14 1.534, C16 1.540, H60 1.089, H61 1.085
16 C 1.29833 -0.10960 -3.01530  C15 1.540, C17 1.559, H62 1.083, H63 1.084
17 C 2.22578 0.74232 -3.93421  C16 1.559, C18 1.530, H64 1.085, H65 1.088
18 C 1.55830 1.24655 -5.21532  C17 1.530, C19 1.539, H66 1.087, H67 1.088
19 C 0.97286 2.66880 -5.17357  C18 1.539, I20 2.186, C21 1.545, C30 1.546
20 I -0.54849 2.82980 -3.61220  C19 2.186
21 C 0.37485 2.93555 -6.57336  C19 1.545, C22 1.529, H68 1.083, H69 1.088
22 C 0.30134 4.38742 -7.04819  C21 1.529, C23 1.538, C24 1.552, N25 1.484
23 C -0.98344 5.09491 -6.58478  C22 1.538, H70 1.082, H71 1.080, H72 1.086
24 C 0.19485 4.34407 -8.59611  C22 1.552, H73 1.082, H74 1.081, H75 1.085
25 N 1.52977 5.16148 -6.73913  C22 1.484, O26 1.296, C27 1.484
26 O 2.49817 4.81912 -7.52890  N25 1.296
27 C 1.97807 5.09254 -5.32645  N25 1.484, C28 1.525, C29 1.550, C30 1.535
28 C 1.14046 5.96620 -4.39933  C27 1.525, H76 1.084, H77 1.088, H78 1.082
29 C 3.39537 5.71771 -5.26979  C27 1.550, H79 1.084, H80 1.080, H81 1.085
30 C 2.11520 3.64895 -4.82254  C19 1.546, C27 1.535, H82 1.089, H83 1.083
31 H -1.06435 2.00506 4.70854  C1 1.085
32 H -1.33526 1.72359 6.41115  C1 1.086
33 H -1.38866 3.34675 5.76533  C1 1.086
34 H -3.37378 2.60654 4.33396  C2 1.087
35 H -3.64580 2.84652 6.06252  C2 1.086
36 H -4.75562 0.90182 5.80515  C3 1.089
37 H -3.22350 0.24454 6.22863  C3 1.085
38 H -3.94240 -1.06351 4.40626  C4 1.092
39 H -4.76524 0.26232 3.63810  C4 1.084
40 H -3.07445 -0.12053 2.15701  C5 1.089
41 H -2.18985 1.02858 3.10308  C5 1.085
42 H -0.88131 -0.88608 2.53427  C6 1.092
43 H -2.01528 -2.01439 3.19357  C6 1.086
44 H 0.06679 -0.31153 4.56883  C7 1.086
45 H -1.39835 -0.60865 5.48208  C7 1.084
46 H -0.16769 -2.36685 6.15458  C8 1.090
47 H -1.06925 -3.09145 4.85187  C8 1.086
48 H 1.50891 -3.50371 5.03054  C9 1.088
49 H 1.65790 -1.87115 4.37632  C9 1.085
50 H -0.20353 -3.35257 2.71791  C10 1.083
51 H 1.21242 -4.36512 3.00747  C10 1.093
52 H 1.60625 -1.52560 2.16210  C11 1.085
53 H 2.71868 -2.89652 2.03828  C11 1.088
54 H 1.58082 -3.79912 0.13705  C12 1.085
55 H 0.13165 -2.83108 0.53157  C12 1.086
56 H 0.81086 -1.05666 -0.61275  C13 1.083
57 H 2.39514 -1.08113 0.11272  C13 1.085
58 H 2.28635 -3.21761 -1.79089  C14 1.088
59 H 3.38153 -1.87449 -1.79458  C14 1.087
60 H 0.71951 -2.16014 -3.15244  C15 1.089
61 H 2.24378 -1.81667 -3.89670  C15 1.085
62 H 0.29433 0.00011 -3.40565  C16 1.083
63 H 1.31927 0.34436 -2.03091  C16 1.084
64 H 2.71948 1.52670 -3.37057  C17 1.085
65 H 3.01559 0.06302 -4.24939  C17 1.088
66 H 0.78927 0.54520 -5.52876  C18 1.087
67 H 2.30474 1.29205 -6.00607  C18 1.088
68 H 0.87506 2.30714 -7.29990  C21 1.083
69 H -0.65038 2.57364 -6.54416  C21 1.088
70 H -1.24810 4.87726 -5.55861  C23 1.082
71 H -1.80001 4.79668 -7.22613  C23 1.080
72 H -0.85319 6.16188 -6.73861  C23 1.086
73 H 0.50757 5.28167 -9.03654  C24 1.082
74 H 0.83475 3.55906 -8.97515  C24 1.081
75 H -0.81749 4.07729 -8.87976  C24 1.085
76 H 1.58827 6.03017 -3.41477  C28 1.084
77 H 1.10395 6.97483 -4.80514  C28 1.088
78 H 0.11460 5.63500 -4.30609  C28 1.082
79 H 3.54364 6.11200 -4.27092  C29 1.084
80 H 4.17051 4.99857 -5.49076  C29 1.080
81 H 3.44365 6.55920 -5.95240  C29 1.085
82 H 3.04750 3.23482 -5.20341  C30 1.089
83 H 2.22963 3.71468 -3.74806  C30 1.083
84 C 0.10824 -6.12708 6.33269  C85 1.488, H89 1.086, H90 1.092, H91 1.094
85 C -1.31311 -5.98217 5.91654  C84 1.488, O86 1.182, N87 1.516
86 O -1.97262 -5.00297 5.97001  C85 1.182
87 N -1.97635 -7.15430 5.22118  C85 1.516, C88 1.517, H92 1.020, H93 1.023
88 C -3.21236 -7.67250 5.93230  N87 1.517, H94 1.085, H95 1.085, H96 1.085
89 H 0.32383 -5.39283 7.10308  C84 1.086
90 H 0.31147 -7.12662 6.72295  C84 1.092
91 H 0.74692 -5.94296 5.46437  C84 1.094
92 H -1.31309 -7.90080 5.01439  N87 1.020
93 H -2.30825 -6.73264 4.35006  N87 1.023
94 H -2.95381 -8.59636 6.44014  C88 1.085
95 H -3.97608 -7.86186 5.18576  C88 1.085
96 H -3.55377 -6.92564 6.64137  C88 1.085



Entry 2:
A cluster of 10 separate species, C46H39BN9O20 in total at a distorted geometry, computed with ωB97M-V/def2-TZVPD.

## Properties
Energy above the lowest of the compared OMol25 structures with the same formula, charge and spin in kcal per mole: 0.0
Orbital gap in eV: 8.60
Net charge: -1
Lowest unoccupied orbital energy in eV: 0.71

Last columns: bonded neighbours and bond lengths (Å).
Atoms and positions in Å:
1 O 20.21140 1.32722 -7.92598  C2 1.194
2 C 19.82038 0.52182 -8.71549  O1 1.194, O3 1.324, C6 1.531
3 O 19.11153 0.73912 -9.81286  C2 1.324, B4 1.495
4 B 18.91679 -0.53950 -10.56184  O3 1.495, O5 1.458, O8 1.475, O12 1.464
5 O 19.60769 -1.53072 -9.74493  B4 1.458, C6 1.306
6 C 20.12047 -0.97870 -8.67757  C2 1.531, O5 1.306, O7 1.201
7 O 20.74485 -1.55262 -7.82715  C6 1.201
8 O 19.54518 -0.49639 -11.89559  B4 1.475, C9 1.320
9 C 18.64488 -0.82495 -12.80301  O8 1.320, O10 1.196, C11 1.535
10 O 18.76063 -0.69646 -13.98674  C9 1.196
11 C 17.32986 -1.12514 -12.07059  C9 1.535, O12 1.334, O13 1.185
12 O 17.50305 -0.85552 -10.77589  B4 1.464, C11 1.334
13 O 16.35202 -1.53116 -12.60351  C11 1.185
14 C 15.53608 1.17450 -9.76893  C15 1.463, H17 1.085, H18 1.089, H19 1.091
15 C 14.72676 0.02782 -10.18221  C14 1.463, N16 1.145
16 N 14.07150 -0.84749 -10.52110  C15 1.145
17 H 14.93697 2.02144 -9.45034  C14 1.085
18 H 16.18160 1.39341 -10.61762  C14 1.089
19 H 16.12120 0.79581 -8.92989  C14 1.091
20 C 17.49471 -2.54540 -16.38044  C21 1.455, H23 1.092, H24 1.084, H25 1.092
21 C 16.15156 -2.38170 -15.84565  C20 1.455, N22 1.149
22 N 15.09640 -2.24879 -15.41153  C21 1.149
23 H 17.48044 -3.13883 -17.29703  C20 1.092
24 H 18.20491 -2.98068 -15.68610  C20 1.084
25 H 17.83514 -1.56839 -16.72915  C20 1.092
26 C 21.26857 -4.71916 -7.70267  C27 1.451, H29 1.086, H30 1.090, H31 1.092
27 C 22.66026 -4.32079 -7.80163  C26 1.451, N28 1.147
28 N 23.74343 -3.94868 -7.86040  C27 1.147
29 H 21.14181 -5.78804 -7.55870  C26 1.086
30 H 20.71705 -4.35545 -8.57008  C26 1.090
31 H 20.81450 -4.15861 -6.88350  C26 1.092
32 C 20.21801 2.22272 -17.18635  C33 1.398, C37 1.394, H41 1.084
33 C 19.92710 1.95617 -18.52800  C32 1.398, C34 1.388, H42 1.078
34 C 18.64721 1.49505 -18.80441  C33 1.388, C35 1.380, H43 1.085
35 C 17.75058 1.17305 -17.80591  C34 1.380, C36 1.387, N38 1.444
36 C 18.12085 1.33870 -16.47998  C35 1.387, C37 1.387, H44 1.084
37 C 19.30452 1.98645 -16.15964  C32 1.394, C36 1.387, H45 1.081
38 N 16.46765 0.58646 -18.11328  C35 1.444, O39 1.219, O40 1.209
39 O 16.31687 0.02954 -19.18714  N38 1.219
40 O 15.56977 0.72262 -17.31588  N38 1.209
41 H 21.18943 2.62618 -16.92446  C32 1.084
42 H 20.67240 2.14583 -19.28344  C33 1.078
43 H 18.40850 1.24318 -19.83219  C34 1.085
44 H 17.49064 0.98430 -15.67216  C36 1.084
45 H 19.61484 2.07385 -15.12771  C37 1.081
46 C 19.46880 4.78616 -10.88316  C47 1.392, C51 1.372, H55 1.085
47 C 18.33055 5.56570 -11.06967  C46 1.392, C48 1.394, H56 1.082
48 C 17.24828 5.03388 -11.76861  C47 1.394, C49 1.384, H57 1.081
49 C 17.30434 3.72792 -12.22255  C48 1.384, C50 1.381, N52 1.475
50 C 18.43321 2.95391 -12.03878  C49 1.381, C51 1.379, H58 1.082
51 C 19.50073 3.49867 -11.35589  C46 1.372, C50 1.379, H59 1.082
52 N 16.17461 3.17709 -12.99408  C49 1.475, O53 1.205, O54 1.204
53 O 15.16048 3.82756 -13.03106  N52 1.205
54 O 16.34654 2.11450 -13.53391  N52 1.204
55 H 20.34128 5.05174 -10.29527  C46 1.085
56 H 18.40915 6.57762 -10.69592  C47 1.082
57 H 16.33362 5.60435 -11.84786  C48 1.081
58 H 18.52641 2.00168 -12.54405  C50 1.082
59 H 20.35920 2.85385 -11.22099  C51 1.082
60 C 24.70115 0.91301 -9.73129  C61 1.397, C65 1.387, H69 1.084
61 C 25.43459 1.83203 -10.48539  C60 1.397, C62 1.377, H70 1.080
62 C 24.80590 2.39494 -11.57338  C61 1.377, C63 1.396, H71 1.082
63 C 23.48167 2.07354 -11.87555  C62 1.396, C64 1.389, N66 1.451
64 C 22.73528 1.21148 -11.08300  C63 1.389, C65 1.392, H72 1.083
65 C 23.34551 0.70630 -9.93856  C60 1.387, C64 1.392, H73 1.083
66 N 22.90713 2.66768 -13.06849  C63 1.451, O67 1.216, O68 1.215
67 O 21.76385 2.38049 -13.36864  N66 1.216
68 O 23.60555 3.37976 -13.76186  N66 1.215
69 H 25.14497 0.49432 -8.83516  C60 1.084
70 H 26.46454 1.96984 -10.19152  C61 1.080
71 H 25.31152 3.21152 -12.07108  C62 1.082
72 H 21.73038 0.91931 -11.36085  C64 1.083
73 H 22.83582 0.03776 -9.25647  C65 1.083
74 C 19.78958 6.70698 -7.21245  C75 1.375, C79 1.379, H83 1.088
75 C 18.48881 7.03249 -7.51589  C74 1.375, C76 1.390, H84 1.080
76 C 17.57036 5.99736 -7.64869  C75 1.390, C77 1.403, H85 1.081
77 C 17.95043 4.66588 -7.42056  C76 1.403, C78 1.392, N80 1.447
78 C 19.28596 4.38447 -7.14500  C77 1.392, C79 1.395, H86 1.083
79 C 20.20318 5.41737 -6.95348  C74 1.379, C78 1.395, H87 1.080
80 N 16.95373 3.61969 -7.50172  C77 1.447, O81 1.210, O82 1.222
81 O 17.18606 2.53520 -7.01823  N80 1.210
82 O 15.89187 3.91538 -8.02878  N80 1.222
83 H 20.56148 7.47320 -7.24108  C74 1.088
84 H 18.13139 8.02762 -7.73528  C75 1.080
85 H 16.55343 6.27944 -7.88267  C76 1.081
86 H 19.66534 3.37580 -7.03702  C78 1.083
87 H 21.24332 5.15501 -6.83105  C79 1.080
88 C 22.49358 -2.15874 -11.70068  C89 1.390, C93 1.386, H97 1.080
89 C 21.71112 -3.26373 -11.38572  C88 1.390, C90 1.380, H98 1.082
90 C 22.27408 -4.48836 -11.08828  C89 1.380, C91 1.397, H99 1.079
91 C 23.66662 -4.59670 -11.05573  C90 1.397, C92 1.382, N94 1.457
92 C 24.46234 -3.49462 -11.30441  C91 1.382, C93 1.373, H100 1.082
93 C 23.87032 -2.29798 -11.62379  C88 1.386, C92 1.373, H101 1.085
94 N 24.25845 -5.85462 -10.62050  C91 1.457, O95 1.217, O96 1.215
95 O 25.47048 -5.96203 -10.65126  N94 1.217
96 O 23.50865 -6.76265 -10.32138  N94 1.215
97 H 22.00487 -1.22479 -11.93438  C88 1.080
98 H 20.62983 -3.24898 -11.42101  C89 1.082
99 H 21.63660 -5.32609 -10.85181  C90 1.079
100 H 25.52605 -3.61871 -11.15094  C92 1.082
101 H 24.49387 -1.45435 -11.89912  C93 1.085
102 C 22.39560 -0.06226 -15.77891  C103 1.393, C107 1.398, H111 1.078
103 C 21.36785 -0.99879 -15.70279  C102 1.393, C104 1.392, H112 1.080
104 C 21.65995 -2.33464 -15.44493  C103 1.392, C105 1.384, H113 1.080
105 C 22.96084 -2.69439 -15.14030  C104 1.384, C106 1.385, N108 1.473
106 C 23.99319 -1.77165 -15.16722  C105 1.385, C107 1.388, H114 1.080
107 C 23.70843 -0.45654 -15.50647  C102 1.398, C106 1.388, H115 1.082
108 N 23.31313 -4.12257 -15.06339  C105 1.473, O109 1.216, O110 1.214
109 O 22.40258 -4.92701 -15.12368  N108 1.216
110 O 24.48644 -4.42329 -14.98377  N108 1.214
111 H 22.15961 0.96183 -16.01688  C102 1.078
112 H 20.36496 -0.70748 -15.97872  C103 1.080
113 H 20.81339 -3.00496 -15.40899  C104 1.080
114 H 25.00471 -2.10240 -14.98340  C106 1.080
115 H 24.48955 0.28091 -15.63509  C107 1.082